This record from OMol25 describes a cluster of 7 separate species, C19H56N4O7 in total in a non-equilibrium geometry. The level of theory is ωB97M-V/def2-TZVPD.

Each line ends with the Löwdin charge.
Geometry (Å):
C -15.28922 22.30559 6.34772  -0.031
C -13.76022 22.36975 6.35622  -0.534
C -13.33274 23.84363 6.43001  -0.028
O -13.21341 21.67390 7.38220  -0.046
H -15.59923 21.26175 6.29887  0.079
H -15.61260 22.72128 5.39340  0.087
H -15.75804 22.77579 7.21214  0.093
H -13.30282 21.95992 5.45571  0.128
H -13.41502 24.42886 5.51413  0.087
H -12.27274 23.92236 6.67148  0.048
H -13.87059 24.38451 7.20864  0.092
H -13.45519 20.74486 7.38622  0.111
O -11.79049 27.93106 6.77013  -0.061
H -10.94811 27.49477 6.64254  -0.032
H -11.62357 28.84603 6.54387  0.029
O -9.54448 26.16666 6.14585  -0.033
H -8.58972 26.16857 6.21414  0.012
H -9.77436 25.24579 6.02177  0.008
C -7.40904 28.80639 8.19729  -0.063
C -6.81176 27.50096 8.78673  -0.389
C -5.98504 26.70569 7.75076  -0.199
O -6.70563 26.13272 6.67605  -0.228
C -5.87954 25.35664 5.84861  -0.093
N -5.86982 27.98872 9.82819  0.035
H -8.07179 29.31342 8.89856  0.084
H -8.03008 28.63433 7.31820  0.046
H -6.63451 29.47783 7.82666  0.083
H -7.64008 26.87428 9.11727  0.118
H -5.28348 25.99163 8.18206  0.128
H -5.32744 27.50278 7.40390  0.124
H -5.40312 24.54551 6.39924  0.094
H -5.09159 25.98881 5.43920  0.097
H -6.41817 24.96247 4.98687  0.085
H -6.44621 28.63237 10.35125  0.066
H -5.19115 28.59557 9.39089  0.070
C -8.49939 23.94939 9.16163  -0.011
C -9.69515 23.40810 8.36901  -0.293
C -9.27793 22.49925 7.13134  -0.120
O -8.61105 23.22243 6.09341  -0.182
C -8.47937 22.46135 4.86465  -0.056
N -10.64228 22.66804 9.20594  0.358
H -8.83974 24.41163 10.08824  0.101
H -8.01901 24.70199 8.53640  0.065
H -7.65666 23.28599 9.35609  0.100
H -10.16460 24.32249 8.00623  0.142
H -10.17096 22.14688 6.61517  0.123
H -8.67978 21.65633 7.47746  0.145
H -9.41009 22.13272 4.40219  0.076
H -8.07720 21.47709 5.10467  0.096
H -7.97782 22.99388 4.05660  0.102
H -10.23387 21.78965 9.49184  0.157
H -11.35082 22.33227 8.56929  0.099
C -7.33746 29.59393 4.66817  -0.046
C -6.79268 29.05432 3.31037  -0.441
C -7.75772 28.12932 2.51337  -0.169
O -7.05001 27.71934 1.32493  -0.218
C -7.80852 27.10685 0.26339  -0.077
N -6.42504 30.11491 2.44875  0.039
H -6.56603 30.25137 5.06912  0.080
H -7.50631 28.71700 5.29314  0.038
H -8.26591 30.16483 4.65570  0.079
H -5.88812 28.49758 3.55513  0.134
H -8.55049 28.76896 2.12547  0.124
H -8.23796 27.32812 3.07512  0.099
H -8.61198 26.43628 0.56815  0.065
H -7.08823 26.64511 -0.41194  0.091
H -8.33776 27.85824 -0.32262  0.085
H -6.26186 29.53671 1.63687  0.062
H -7.20917 30.67617 2.14836  0.082
C -13.65249 21.86936 1.54400  -0.056
C -13.37688 23.28177 2.07239  -0.445
C -11.91732 23.52085 2.31801  -0.251
O -11.70951 24.87682 2.57619  -0.165
C -10.35992 25.12402 3.01468  -0.073
N -13.93882 24.21612 1.09757  0.057
H -13.00037 21.52428 0.74165  0.079
H -14.67001 21.71208 1.18620  0.082
H -13.51757 21.19464 2.38937  0.066
H -13.83049 23.47642 3.04422  0.125
H -11.38459 23.17587 1.43185  0.130
H -11.53464 22.92011 3.14310  0.109
H -9.73375 24.98186 2.13388  0.083
H -10.00382 24.47513 3.81482  0.052
H -10.11370 26.11786 3.38852  0.074
H -13.52721 25.09443 1.37909  0.061
H -13.47366 24.04757 0.21705  0.076

Computed properties:
Energy relative to the best compared isomer or geometry (same formula, charge and spin) ... 0.0 kcal per mole
Total charge ... +1
Total energy ... -1502.73526 Ha
Orbital gap (alpha / beta) ... 0.298 / 0.075 Ha
2S+1 ... 2
HOMO level (alpha / beta) ... -11.0 / -11.0 eV

***

This record from OMol25 describes a cluster of 10 separate species, C19H58O10 in total in a non-equilibrium geometry. The level of theory is ωB97M-V/def2-TZVPD.

Each line ends with the Löwdin charge.
Geometry (Å):
C 0.81808 0.74280 -0.13922  -0.079
C -0.34201 0.22048 0.73761  -0.323
O -0.20028 -1.16295 0.95646  -0.092
H 0.84694 0.30742 -1.13808  0.068
H 1.74243 0.75791 0.43822  0.073
H 0.41824 1.74192 -0.31240  0.062
H -1.31795 0.37865 0.27870  0.103
H -0.28611 0.75738 1.68456  0.111
H -0.06203 -1.43385 1.86701  0.083
C 3.29891 -2.05565 -4.82691  -0.078
C 1.95224 -2.63042 -5.20784  -0.402
O 1.37341 -2.01886 -6.25451  -0.046
H 3.14017 -1.30075 -4.05683  0.067
H 3.82906 -1.78544 -5.74016  0.080
H 3.91743 -2.73712 -4.24285  0.070
H 1.32410 -2.61719 -4.31712  0.108
H 2.06097 -3.69809 -5.39854  0.105
H 0.42130 -1.93650 -6.34560  0.098
C -6.82232 -1.68642 -0.12019  -0.129
C -6.22793 -2.86848 0.44608  -0.356
O -5.21228 -2.43220 1.34430  -0.064
H -6.03217 -1.10413 -0.59421  0.075
H -7.26295 -0.95900 0.56158  0.087
H -7.54025 -1.94224 -0.89945  0.084
H -6.04935 -3.70834 -0.22537  0.114
H -7.07323 -3.26060 1.01158  0.112
H -4.46843 -2.10471 0.83338  0.076
C -2.56158 4.64270 6.52477  -0.119
C -2.31083 3.32783 5.91786  -0.332
O -1.76417 3.57683 4.62119  -0.082
H -3.21631 5.25933 5.90896  0.084
H -1.63092 5.19883 6.63742  0.074
H -2.98027 4.67008 7.53078  0.078
H -3.25571 2.78443 5.92398  0.114
H -1.60087 2.71868 6.47730  0.110
H -1.05405 4.21116 4.74347  0.073
C -2.87916 -4.26368 5.90317  -0.118
C -1.93086 -3.32269 6.51880  -0.343
O -1.73116 -2.37491 5.52028  -0.084
H -3.91239 -3.93281 5.79795  0.077
H -2.87340 -5.23935 6.38910  0.071
H -2.65244 -4.58580 4.88684  0.079
H -0.98581 -3.82896 6.71542  0.118
H -2.30144 -2.83367 7.41970  0.115
H -2.49794 -1.79846 5.48370  0.086
C -2.44341 -3.94271 -2.27476  -0.086
C -1.92481 -5.06763 -1.36133  -0.299
O -0.53959 -4.80115 -1.17787  -0.100
H -2.14637 -2.95308 -1.92763  0.066
H -3.52914 -4.02260 -2.32860  0.061
H -2.02829 -4.03886 -3.27802  0.069
H -2.16988 -6.07036 -1.71144  0.111
H -2.29695 -5.00982 -0.33845  0.102
H -0.45933 -4.04325 -0.59414  0.071
C 3.05955 5.19866 -2.92623  -0.095
C 3.03087 6.06881 -4.17543  -0.332
O 4.27947 6.70062 -4.41972  -0.070
H 3.37087 5.73651 -2.03075  0.071
H 3.70250 4.31976 -2.97359  0.069
H 2.04482 4.82555 -2.78769  0.067
H 2.27381 6.83685 -4.01713  0.104
H 2.62737 5.41646 -4.94985  0.106
H 4.23231 7.21391 -5.22962  0.080
C 6.21860 -2.66918 1.95226  -0.085
C 4.82997 -3.04832 1.41544  -0.329
O 4.08170 -3.73235 2.41750  -0.087
H 6.73793 -2.11303 1.17182  0.072
H 6.71699 -3.58188 2.27890  0.073
H 6.01659 -2.07850 2.84578  0.070
H 4.97405 -3.60835 0.49147  0.109
H 4.20980 -2.16139 1.28566  0.102
H 3.66917 -4.44352 1.92187  0.076
C -2.57135 2.55064 -4.29142  -0.087
C -2.40335 3.88247 -3.54428  -0.326
O -3.29437 4.74340 -4.18695  -0.085
H -2.57431 2.57203 -5.38120  0.077
H -3.35721 1.90713 -3.89590  0.068
H -1.66024 2.00242 -4.05175  0.058
H -1.42764 4.27988 -3.82385  0.100
H -2.53412 3.85102 -2.46261  0.115
H -3.58104 5.36093 -3.51013  0.080
C 6.56636 2.86778 -0.03776  -0.180
O 7.85270 3.25183 -0.47410  -0.112
H 6.64956 2.17003 0.79550  0.076
H 5.97598 3.71815 0.30344  0.072
H 5.97067 2.35241 -0.79118  0.070
H 7.74274 3.88527 -1.18703  0.074

Computed properties:
Energy relative to the best compared isomer or geometry (same formula, charge and spin) ... 136.2 kcal per mole
Total charge ... 0
Total energy ... -1510.85953 Ha
Orbital gap ... 0.372 Ha
2S+1 ... 1
HOMO level ... -9.9 eV

***

This record from OMol25 describes a cluster of 13 separate species, C19H58O13 in total in a non-equilibrium geometry. The level of theory is ωB97M-V/def2-TZVPD.

Each line ends with the Löwdin charge.
Geometry (Å):
C 4.24104 -0.49822 -3.55056  -0.015
C 3.56761 -1.78009 -3.27811  -0.532
O 4.10711 -2.78014 -2.93038  0.097
C 2.06027 -1.74427 -3.46645  -0.028
H 4.10323 -0.43650 -4.63005  0.096
H 5.28967 -0.59163 -3.26818  0.095
H 3.73696 0.32508 -3.04442  0.063
H 1.50769 -1.20623 -2.69621  0.077
H 1.70526 -2.77435 -3.43496  0.065
H 1.79387 -1.41457 -4.47066  0.086
C 0.64938 5.52113 3.23385  -0.016
C 0.15411 4.14316 2.90815  -0.456
O 0.02675 3.30951 3.78734  0.058
C -0.09862 3.80994 1.44212  0.002
H -0.06414 6.17983 2.73877  0.087
H 1.66894 5.69345 2.88903  0.090
H 0.66528 5.68963 4.31063  0.086
H 0.88184 3.82260 0.96606  0.091
H -0.72129 4.48117 0.85067  0.075
H -0.45644 2.78351 1.36139  0.062
C -1.46643 -2.77250 -3.55686  -0.003
C -2.16780 -2.08734 -2.43167  -0.464
O -1.63680 -1.23423 -1.73244  0.041
C -3.55899 -2.55619 -2.08984  -0.008
H -1.57573 -2.21292 -4.48585  0.099
H -1.90644 -3.76208 -3.68028  0.090
H -0.38775 -2.80623 -3.40387  0.056
H -3.54652 -3.52392 -1.58839  0.086
H -4.16988 -2.59938 -2.99153  0.092
H -4.00931 -1.91913 -1.32862  0.074
C -3.83023 1.18086 -0.65434  -0.135
O -3.47520 2.57871 -0.48390  -0.147
H -4.87960 1.05724 -0.38665  0.077
H -3.53878 0.89941 -1.66623  0.075
H -3.30138 0.57145 0.07849  0.050
H -2.64489 2.58667 -0.96569  -0.010
C -1.34284 4.43676 -1.97679  -0.147
O -1.31220 3.04130 -1.91256  -0.127
H -0.67774 4.97339 -1.30019  0.072
H -1.00089 4.77676 -2.95432  0.080
H -2.36286 4.80229 -1.85827  0.095
H -0.42183 2.74184 -2.11050  0.037
C -3.84987 -1.61833 2.54420  -0.138
O -2.53738 -1.60971 3.15060  -0.134
H -3.76950 -1.66386 1.45812  0.062
H -4.48500 -2.34704 3.04787  0.076
H -4.38765 -0.72916 2.87323  0.056
H -2.20630 -0.71018 3.09741  0.010
C -3.08549 1.97192 3.20102  -0.095
O -1.86283 1.20076 3.38105  -0.153
H -3.89461 1.34133 2.83253  0.063
H -3.26876 2.44459 4.16595  0.082
H -2.94482 2.77772 2.48060  0.067
H -1.18792 1.81284 3.68347  0.030
C 3.52791 0.79134 0.85876  -0.138
O 3.02814 0.16086 -0.30177  -0.133
H 2.94385 0.66765 1.77073  0.069
H 4.50509 0.40006 1.14178  0.083
H 3.64585 1.86478 0.71072  0.079
H 2.32581 -0.43027 -0.02088  0.022
C 2.68790 -3.65060 -0.09025  -0.182
O 2.47369 -4.50658 0.96457  -0.118
H 1.95484 -3.73761 -0.89221  0.074
H 2.66854 -2.64858 0.33832  0.059
H 3.63867 -3.93151 -0.54327  0.078
H 1.53246 -4.69358 0.99130  0.014
C 2.64572 -1.81143 3.45640  -0.154
O 2.78852 -0.84821 4.47942  -0.130
H 1.98281 -2.62197 3.75918  0.077
H 2.13336 -1.29606 2.64401  0.056
H 3.62340 -2.20194 3.17401  0.087
H 3.48274 -0.92046 5.13853  0.074
C 1.69852 2.39281 -2.93347  -0.132
O 1.58540 2.26755 -1.51875  -0.123
H 1.78177 1.46388 -3.49761  0.072
H 0.83087 2.90917 -3.34414  0.068
H 2.54273 3.03810 -3.17643  0.088
H 2.24265 1.67323 -1.14941  0.030
C -0.06737 0.15402 0.72378  -0.133
O 0.57075 -0.94286 0.11040  -0.135
H -1.01361 -0.06572 1.21820  0.066
H 0.53984 0.67740 1.46235  0.080
H -0.27310 0.83259 -0.10406  0.075
H -0.02212 -1.18584 -0.60448  0.036
C -1.13936 -4.55396 0.20665  -0.170
O -0.18164 -4.92617 1.11904  -0.089
H -2.05254 -5.13832 0.31936  0.084
H -1.38089 -3.49861 0.33313  0.080
H -0.83869 -4.69860 -0.83103  0.085
H -0.53645 -4.56104 1.93291  0.109

Computed properties:
Energy relative to the best compared isomer or geometry (same formula, charge and spin) ... 36.2 kcal per mole
Total charge ... 0
Total energy ... -1736.64374 Ha
Orbital gap ... 0.349 Ha
2S+1 ... 1
HOMO level ... -9.1 eV